The ion CHN2O3P with charge -2 at a distorted geometry. Source: OMol25; level of theory: ωB97M-V/def2-TZVPD.

```
8
Properties=species:S:1:pos:R:3:mulliken_charge:R:1
C -0.85 0.18 0.00 -0.07
N -2.14 -1.90 -0.18 -0.88
N -1.45 -0.92 -0.02 0.36
O 1.42 0.23 1.40 -0.81
O 1.70 -0.76 -0.94 -0.79
O 1.31 1.74 -0.75 -0.77
P 1.16 0.38 -0.13 0.80
H -1.13 1.05 0.62 0.16
```

Properties
Net charge = -2
Frontier orbital gap = 7.1 eV
Energy above the lowest of the compared OMol25 structures with the same formula, charge and spin = 263.6 kJ/mol
Total energy = -19463.9385 eV